Entry 1:
DFT (wB97M-V/def2-TZVPD) results for a 2-piece molecular cluster, C13H24Cl2FNPSi overall.

Charge: +1
LUMO, eV: -4.84
Relative energy (zero: lowest compared OMol25 entry of this formula, charge and spin), eV: 5.9862
Frontier orbital gap, eV: 6.3
Total energy, Ha: -2215.1967
HOMO energy, eV: -11.17

Element x y z (Å)
C -0.38 1.93 -0.14
P -1.01 0.30 3.90
H 2.45 2.05 -3.60
H 0.05 -1.82 1.64
H -1.61 -2.89 2.96
H -3.11 -0.91 3.37
H -0.26 3.37 -3.39
C -0.38 -0.73 -3.50
H -0.34 -0.69 -4.65
H -1.72 2.29 -3.15
C -1.76 -2.56 4.05
H 0.18 -1.66 -3.15
C -0.66 2.32 -3.63
H -1.51 -0.75 -3.23
H 1.35 1.92 6.23
H 2.31 0.31 -4.17
H -2.59 -3.24 4.49
C 0.39 1.30 6.14
H -0.82 -2.78 4.69
H -0.80 2.13 -4.75
H 1.51 0.17 4.46
H 2.90 0.59 -2.44
Cl 0.66 -0.85 -6.93
H -0.46 2.01 5.84
C -0.09 -0.79 1.16
C -0.69 1.79 1.38
C 0.18 -0.51 -0.36
Cl 3.38 -1.08 -5.92
C 2.18 0.98 -3.23
C -2.30 -1.05 4.19
C 1.99 -1.95 -6.59
C 0.51 0.12 5.01
H 0.53 -1.41 -0.99
C -0.57 0.39 2.06
H 2.30 -2.44 -7.51
H 0.10 0.87 7.18
Si 0.33 0.92 -2.75
H -1.02 2.68 2.02
H -2.82 -0.84 5.19
H 1.66 -2.70 -5.86
F -0.52 3.24 -0.68
H 0.44 -0.86 5.61
N 0.01 0.81 -0.97

Partial charges, Mulliken, in e:
1. C 0.3535
2. P 0.0120
3. H 0.3147
4. H 0.3315
5. H 0.2040
6. H 0.3016
7. H 0.3145
8. C -0.7419
9. H 0.0313
10. H 0.2762
11. C -0.8502
12. H 0.2815
13. C -0.9635
14. H 0.2829
15. H 0.2777
16. H -0.2537
17. H 0.3317
18. C -0.9677
19. H 0.2385
20. H 0.3346
21. H 0.4226
22. H 0.3406
23. Cl -0.1481
24. H 0.3282
25. C -0.3953
26. C -0.5380
27. C -0.2086
28. Cl -0.1659
29. C -0.4019
30. C -0.5794
31. C -0.2212
32. C -0.3870
33. H 0.2501
34. C 0.2962
35. H 0.3247
36. H 0.2694
37. Si 0.3093
38. H 0.3670
39. H 0.4032
40. H 0.2327
41. F -0.2245
42. H 0.2571
43. N 0.3595

=====

Entry 2:
DFT (wB97M-V/def2-TZVPD) results for C13H24Cl2N3PSc as an isolated structure.

Charge: -1
LUMO, eV: 2.67
Relative energy (zero: lowest compared OMol25 entry of this formula, charge and spin), eV: 0.2682
Frontier orbital gap, eV: 4.8
Total energy, Ha: -2696.5158
HOMO energy, eV: -2.09

Element x y z (Å)
H -1.23 0.46 -4.90
Sc 2.47 -0.18 -1.25
C -0.14 0.80 -2.27
H 2.30 -0.62 3.30
C 4.38 -0.72 -0.78
Cl 1.49 -2.18 -0.59
H 0.96 0.15 -4.02
C 1.46 0.08 3.44
H 1.47 -1.97 5.07
H -0.97 -1.29 -4.89
C -2.58 0.44 -2.30
C -1.68 -0.76 4.92
N -1.33 0.60 4.46
H -2.58 -1.10 4.39
H 1.80 1.08 3.13
Cl 2.26 1.53 0.31
H -1.34 -2.37 2.81
H 0.74 1.39 -1.91
H -3.27 -0.50 -4.10
C -0.06 1.03 5.10
H -3.29 1.21 -2.62
H 4.76 -1.75 -0.80
N -0.59 -1.74 4.67
H -1.46 1.90 -1.10
N 1.04 0.09 4.85
C -1.31 1.11 -1.85
H -3.06 -0.07 -1.45
C -2.40 -0.58 -3.44
H 5.12 0.00 -0.38
C 0.66 -1.26 5.31
H -0.23 1.08 6.18
P 0.08 -0.45 2.27
H 0.38 -2.73 3.08
H 0.21 2.02 4.70
C -1.25 0.67 3.00
C -0.41 -1.98 3.24
C -1.11 -0.41 -4.25
H 0.45 -1.16 -2.95
H -1.02 1.70 2.69
H 0.49 -1.22 6.39
H -1.85 -0.72 6.01
C 0.14 -0.19 -3.37
H -2.42 -1.59 -3.00
H -2.21 0.38 2.56

Partial charges, Mulliken, in e:
1. H 0.3340
2. Sc 0.1962
3. C 0.0079
4. H 0.3484
5. C -0.5066
6. Cl -0.5328
7. H 0.4594
8. C -0.7473
9. H 0.3950
10. H 0.3633
11. C -0.5363
12. C -0.8529
13. N 0.0407
14. H 0.3858
15. H 0.4113
16. Cl -0.4988
17. H 0.4032
18. H 0.6231
19. H 0.3240
20. C -0.8890
21. H 0.3126
22. H 0.0946
23. N 0.0403
24. H 0.3869
25. N 0.0508
26. C -0.7479
27. H 0.2515
28. C -0.6929
29. H 0.0764
30. C -0.8337
31. H 0.2672
32. P 0.7322
33. H 0.3818
34. H 0.3942
35. C -0.8609
36. C -0.8965
37. C -0.9400
38. H 0.3285
39. H 0.3623
40. H 0.2672
41. H 0.2682
42. C -0.6850
43. H 0.3174
44. H 0.3961